# 1
# C3H7N2O2

A cluster of 2 separate species, C3H7N2O2 in total (the ωB97M-V functional and the def2-TZVPD basis, the Open Molecules 2025 dataset).

## Properties
Charge: -1
Maximum force, eV Å⁻¹: 4.714
HOMO, eV: -3.014
Energy above the lowest of the compared OMol25 structures with the same formula, charge and spin, eV: 2.8760
DFT total energy, eV: -10298.759

Each line ends with the Mulliken charge.
Positions of all 14 atoms, in Å:
O 0.556 -0.759 -0.231  -0.74
C 0.643 0.154 0.608  0.65
N 1.546 1.012 0.898  -0.89
C 0.887 -0.757 -2.698  0.08
O 1.992 -0.535 -3.079  -0.46
C -0.655 0.256 1.719  -0.52
N -1.893 0.094 1.066  -0.68
H 1.287 1.860 1.338  0.20
H 0.104 0.013 -2.421  0.13
H 0.504 -1.773 -2.739  0.19
H -0.404 1.199 2.158  0.33
H -0.579 -0.684 2.500  0.16
H -1.980 0.704 0.260  0.24
H -2.008 -0.785 0.622  0.30

Cartesian forces (eV/Å) of the 3 atoms listed first:
0.256 -0.451 -0.325
-2.761 0.098 3.020
2.622 -0.004 -2.073

---

# 2
# C21H42O21

A cluster of 7 separate species, C21H42O21 in total (the ωB97M-V functional and the def2-TZVPD basis, the Open Molecules 2025 dataset).

## Properties
Spin multiplicity: 2
Charge: +1
Maximum force, eV Å⁻¹: 6.113
HOMO (spin up / spin down), eV: -12.000 / -12.000
Energy above the lowest of the compared OMol25 structures with the same formula, charge and spin, eV: 1.5155
DFT total energy, eV: -65440.844

Each line ends with the Mulliken charge.
Positions of all 84 atoms, in Å:
C -2.581 -5.214 4.067  -0.21
O -2.833 -3.999 4.694  -0.35
C -2.711 -3.851 6.053  0.74
O -2.574 -4.727 6.836  -0.39
O -3.126 -2.531 6.399  -0.28
C -3.151 -2.232 7.840  -0.37
H -1.844 -5.819 4.594  0.39
H -2.267 -5.061 3.034  0.29
H -3.508 -5.784 4.017  -0.17
H -2.160 -2.402 8.261  0.44
H -3.509 -3.069 8.439  0.04
H -3.532 -1.253 8.130  0.00
C -1.381 -10.594 -0.967  -0.69
O -1.899 -10.104 0.232  -0.31
C -2.504 -8.909 0.265  0.70
O -2.348 -7.992 -0.585  -0.59
O -3.300 -8.903 1.411  -0.28
C -4.155 -7.754 1.591  -0.27
H -0.684 -9.842 -1.335  0.32
H -1.904 -10.939 -1.859  0.30
H -0.821 -11.431 -0.548  0.26
H -4.601 -7.932 2.569  0.01
H -4.853 -7.614 0.766  0.32
H -3.476 -6.917 1.755  0.18
C -5.668 -0.780 5.770  -0.56
O -5.933 -0.835 7.171  -0.18
C -6.574 -1.837 7.640  0.80
O -7.013 -2.682 6.914  -0.62
O -6.590 -1.802 8.975  -0.18
C -7.264 -2.883 9.672  -0.68
H -6.409 -0.297 5.134  0.34
H -5.441 -1.723 5.272  0.09
H -4.842 -0.069 5.776  0.25
H -8.305 -2.583 9.797  0.31
H -6.825 -3.064 10.653  0.26
H -7.258 -3.806 9.093  0.21
C -4.388 -4.724 -1.314  -0.77
O -4.360 -4.717 0.110  -0.20
C -5.314 -4.403 0.812  0.85
O -6.321 -3.841 0.391  -0.14
O -4.989 -4.877 1.994  -0.14
C -5.901 -4.852 3.126  -0.50
H -3.333 -4.780 -1.583  0.26
H -4.796 -3.774 -1.657  0.44
H -4.881 -5.565 -1.802  0.31
H -6.424 -5.808 3.126  0.32
H -6.694 -4.108 3.040  0.54
H -5.405 -4.599 4.063  -0.23
C -0.936 -4.494 9.942  -0.64
O 0.017 -5.212 10.726  -0.33
C 0.442 -4.628 11.967  0.65
O 1.186 -5.143 12.874  -0.58
O -0.143 -3.451 12.114  -0.28
C 0.153 -2.763 13.304  -0.76
H -1.455 -5.160 9.254  0.36
H -0.377 -3.742 9.384  0.32
H -1.674 -3.926 10.508  0.32
H 0.199 -1.684 13.159  0.29
H 1.207 -2.933 13.520  0.33
H -0.388 -3.019 14.215  0.31
C -5.346 -5.472 7.133  0.07
O -4.910 -6.849 7.283  -0.30
C -5.080 -7.695 6.203  0.68
O -5.509 -7.407 5.066  -0.55
O -4.497 -8.930 6.564  -0.32
C -4.565 -10.043 5.643  -0.36
H -6.383 -5.348 7.444  0.45
H -5.213 -5.115 6.112  -0.28
H -4.715 -4.874 7.792  0.08
H -4.479 -9.609 4.647  0.03
H -5.446 -10.679 5.548  0.29
H -3.791 -10.743 5.957  0.26
C -2.677 2.881 6.882  -0.61
O -3.976 2.679 7.379  -0.34
C -4.112 1.826 8.425  0.90
O -3.270 1.223 9.008  -0.59
O -5.374 1.839 8.746  -0.34
C -5.897 1.127 9.898  -0.57
H -1.968 3.298 7.597  0.30
H -2.790 3.606 6.075  0.24
H -2.233 1.940 6.557  0.25
H -5.306 0.215 9.978  0.18
H -6.813 0.672 9.519  0.27
H -5.718 1.616 10.856  0.37

Cartesian forces (eV/Å) of the 3 atoms listed first:
0.046 -1.588 0.010
0.204 2.485 1.329
-2.620 2.059 -0.359

---

# 3
# C3H4ClN3

A cluster of 2 separate species, C3H4ClN3 in total (the ωB97M-V functional and the def2-TZVPD basis, the Open Molecules 2025 dataset).

## Properties
Charge: 0
Maximum force, eV Å⁻¹: 3.167
HOMO (spin up / spin down), eV: -8.695 / -8.695
Energy above the lowest of the compared OMol25 structures with the same formula, charge and spin, eV: 5.2990
DFT total energy, eV: -20163.259

Each line ends with the Mulliken charge.
Positions of all 11 atoms, in Å:
C 2.526 -0.557 -0.604  -0.36
C 1.487 -0.037 -1.311  -0.23
C -1.871 0.173 -1.016  -0.03
N 2.187 -0.429 0.681  -0.29
N 0.998 0.133 0.736  -0.59
N 0.495 0.359 -0.415  0.10
Cl -2.913 0.509 0.218  0.04
H 3.466 -1.047 -0.914  0.36
H 1.412 0.257 -2.286  0.40
H -1.754 -0.867 -1.158  0.28
H -1.353 0.846 -1.640  0.33

Cartesian forces (eV/Å) of the 3 atoms listed first:
0.326 -0.090 -0.561
-1.201 -0.103 0.465
1.833 -0.366 1.814

---

# 4
# C4H12N2O

The molecule C4H12N2O (the ωB97M-V functional and the def2-TZVPD basis, the Open Molecules 2025 dataset).

## Properties
Charge: 0
Maximum force, eV Å⁻¹: 1.942
HOMO, eV: -8.418
Energy above the lowest of the compared OMol25 structures with the same formula, charge and spin, eV: 1.7452
DFT total energy, eV: -9369.449

Each line ends with the Mulliken charge.
Positions of all 19 atoms, in Å:
C -0.517 0.072 -2.068  -1.33
C -0.071 -0.351 -0.681  0.27
C -1.289 -0.753 0.166  -0.70
O -2.265 -1.522 -0.530  -0.52
N 0.694 0.668 -0.046  -0.29
C 1.625 0.475 1.024  -0.37
N 1.373 1.439 2.110  -0.65
H 0.272 0.658 -2.526  0.41
H -1.481 0.583 -2.057  0.32
H -0.670 -0.795 -2.711  0.34
H 0.432 -1.324 -0.766  0.26
H -1.028 -1.243 1.110  0.30
H -1.829 0.169 0.404  0.35
H -1.844 -2.336 -0.823  0.32
H 0.175 1.534 -0.027  0.28
H 2.649 0.637 0.702  0.28
H 1.498 -0.532 1.434  0.29
H 1.890 1.172 2.937  0.22
H 0.386 1.449 2.347  0.22

Cartesian forces (eV/Å) of the 3 atoms listed first:
-0.034 -0.373 -0.381
-0.926 -1.651 0.431
-0.990 0.794 -0.064

---

# 5
# C25H37EuFN4O3S2

A structure of composition C25H37EuFN4O3S2 (the ωB97M-V functional and the def2-TZVPD basis, the Open Molecules 2025 dataset).

## Properties
Spin multiplicity: 8
Charge: +2
Maximum force, eV Å⁻¹: 2.277
HOMO (spin up / spin down), eV: -9.530 / -10.214
Energy above the lowest of the compared OMol25 structures with the same formula, charge and spin, eV: 5.1837
DFT total energy, eV: -82326.517

Each line ends with the Mulliken charge.
Positions of all 73 atoms, in Å:
Eu -1.105 1.601 -3.160  1.03
S 1.543 3.011 -3.439  -0.01
S -2.240 3.189 -0.985  0.31
C 2.277 4.133 -2.221  -0.71
C 0.958 4.246 -4.657  -0.86
C -0.123 5.169 -4.137  -0.70
N -1.325 4.401 -3.727  0.00
C -2.203 5.234 -2.861  -0.66
C -3.142 4.358 -2.057  -1.04
H 0.598 3.674 -5.525  0.33
H 1.838 4.830 -4.929  0.50
H -0.386 5.874 -4.943  0.33
H 0.229 5.740 -3.271  0.40
H -2.793 5.928 -3.477  0.34
H -1.562 5.822 -2.196  0.38
H -3.812 3.778 -2.706  0.29
H -3.724 4.958 -1.354  0.57
C -1.565 4.442 0.138  -1.07
H -1.848 4.201 -4.583  0.29
H -0.756 5.044 -0.296  0.20
H -1.186 3.884 1.001  0.38
H -2.403 5.070 0.450  0.40
H 2.727 3.472 -1.462  0.32
H 1.537 4.790 -1.735  0.11
H 3.081 4.733 -2.686  0.35
C -2.570 1.089 -5.583  -0.70
C -2.355 -0.032 -4.845  -0.42
H -2.016 1.296 -6.510  0.31
H -3.504 1.652 -5.438  0.32
H -1.398 -0.589 -4.871  0.43
H -3.181 -0.519 -4.306  0.16
F 3.963 -1.023 1.462  -0.35
C 2.612 -1.294 1.509  0.56
C 1.781 -0.517 0.719  -1.05
C 0.386 -0.763 0.712  0.28
C -0.498 -0.143 -0.271  0.92
O -0.058 0.665 -1.151  -0.84
C -1.882 -0.551 -0.193  0.57
C -2.328 -1.438 0.748  -0.64
N -1.509 -1.996 1.677  0.24
C -2.079 -2.867 2.627  -0.22
C -3.511 -2.697 2.984  -0.77
C -3.085 -3.865 2.156  -0.57
C -0.122 -1.773 1.581  -0.17
C 0.749 -2.618 2.285  0.05
C 2.145 -2.394 2.283  -0.25
N 2.953 -3.290 2.996  0.16
C 2.659 -4.711 2.992  -0.71
C 2.841 -5.317 4.383  -0.66
N 4.211 -4.964 4.832  -0.12
C 4.584 -3.539 4.799  -0.85
C 4.314 -3.020 3.383  -0.78
C -2.918 -0.243 -1.240  0.15
O -4.089 -0.048 -0.894  -0.66
O -2.401 -0.195 -2.420  -0.68
H 2.164 0.279 0.081  0.58
H -3.367 -1.760 0.744  0.68
H -1.415 -3.179 3.419  0.73
H -3.774 -2.941 4.007  0.30
H -4.076 -1.891 2.519  0.22
H -3.326 -3.878 1.098  0.24
H -3.111 -4.828 2.657  0.31
H 0.336 -3.476 2.827  -0.08
H 3.347 -5.238 2.303  0.23
H 1.648 -4.899 2.629  0.42
H 2.152 -4.903 5.121  0.37
H 2.745 -6.407 4.382  0.40
H 4.360 -5.332 5.772  0.35
H 4.850 -5.436 4.197  0.40
H 5.640 -3.457 5.067  0.42
H 3.986 -3.040 5.561  0.35
H 5.009 -3.542 2.698  0.40
H 4.523 -1.950 3.334  0.48

Cartesian forces (eV/Å) of the 3 atoms listed first:
0.859 0.512 0.979
0.198 0.598 -0.286
-0.430 0.602 0.182

---

# 6
# C28H46BrNOP2Ru

A structure of composition C28H46BrNOP2Ru (the ωB97M-V functional and the def2-TZVPD basis, the Open Molecules 2025 dataset).

## Properties
Spin multiplicity: 5
Charge: +4
Maximum force, eV Å⁻¹: 2.605
HOMO (spin up / spin down), eV: -18.855 / -18.856
DFT total energy, eV: -124475.448

Each line ends with the Mulliken charge.
Positions of all 80 atoms, in Å:
N -6.412 4.629 -5.833  -0.40
C -6.237 5.022 -4.578  -0.26
C -5.499 4.265 -3.665  -0.32
C -4.865 3.060 -4.080  0.11
C -5.067 2.684 -5.447  -0.13
C -5.859 3.504 -6.262  -0.31
C -3.991 2.356 -3.183  -0.43
Ru -1.985 0.439 -1.927  0.34
P 5.094 -0.969 -1.016  0.24
C -2.793 1.690 -3.555  0.39
C -1.551 2.126 -2.924  -0.90
C -0.407 1.296 -3.122  -0.15
C 0.761 1.533 -2.329  -0.22
C 0.705 2.294 -1.174  -0.20
C -0.528 2.854 -0.768  -0.91
C -1.639 2.782 -1.662  -0.16
Br 2.221 2.477 -0.105  0.00
H -4.211 2.392 -2.106  0.71
H -2.669 1.310 -4.582  0.38
H -5.443 4.610 -2.633  0.46
H -4.693 1.747 -5.842  0.46
H -6.721 5.944 -4.281  0.42
H -6.065 3.209 -7.296  0.41
H -0.358 0.704 -4.049  0.65
H -2.547 3.349 -1.437  0.60
H 1.678 1.040 -2.628  0.69
H -0.631 3.332 0.209  0.52
P -1.125 -1.553 -1.836  0.98
C 5.142 0.850 -0.785  0.14
C 6.431 1.517 -1.257  -1.38
H 4.949 1.050 0.280  0.48
H 4.281 1.215 -1.365  -0.17
H 6.389 2.596 -1.049  0.39
H 7.316 1.108 -0.760  0.37
H 6.561 1.382 -2.336  0.36
C 4.256 -1.310 -2.613  0.40
C 5.101 -2.283 -3.451  -1.38
H 4.114 -0.357 -3.144  0.42
H 3.274 -1.742 -2.372  -0.32
H 4.730 -2.335 -4.479  0.39
H 6.151 -1.968 -3.489  0.39
H 5.074 -3.293 -3.025  0.39
C 3.958 -1.481 0.321  0.06
C 4.757 -1.898 1.564  -1.36
H 3.385 -2.330 -0.084  0.35
H 3.270 -0.650 0.541  0.05
H 4.180 -2.608 2.162  0.39
H 5.705 -2.377 1.288  0.42
H 5.000 -1.038 2.195  0.37
C -0.746 -2.308 -0.215  0.27
C -1.391 -3.678 -0.017  -1.43
H -1.075 -1.577 0.561  -0.07
H 0.357 -2.382 -0.118  0.26
H -2.417 -3.607 0.364  0.35
H -1.437 -4.272 -0.938  0.37
H -0.813 -4.267 0.705  0.43
C 0.100 -2.305 -2.912  0.14
C -0.279 -2.386 -4.385  -1.36
H 0.320 -3.308 -2.498  0.73
H 1.009 -1.696 -2.771  -0.29
H -1.049 -3.148 -4.544  0.39
H -0.643 -1.433 -4.782  0.23
H 0.607 -2.673 -4.962  0.44
C -2.885 -2.066 -2.145  -1.17
C -3.815 -1.488 -1.092  -0.87
H -2.801 -3.155 -2.071  0.56
H -3.169 -1.808 -3.179  0.53
H -4.833 -1.847 -1.358  0.39
H -3.541 -1.897 -0.095  0.26
H -3.847 -0.346 -1.095  0.22
C -0.639 -1.136 3.766  -1.22
C -0.396 -0.007 2.794  0.78
C 0.548 1.076 3.270  -0.94
O -0.915 0.040 1.680  -0.59
H -0.696 -0.760 4.793  0.45
H 0.202 -1.845 3.704  0.28
H -1.562 -1.662 3.506  0.31
H 1.576 0.736 3.062  0.17
H 0.356 1.991 2.701  0.19
H 0.424 1.237 4.348  0.44

Cartesian forces (eV/Å) of the 3 atoms listed first:
-0.251 0.339 -0.474
-0.747 0.286 -1.851
1.345 -1.769 1.327